Entry 1:
{
  "formula": "C43H51N5O4S3SiTaTe",
  "method": "the ωB97M-V functional and the def2-TZVPD basis",
  "symbols": ["Ta", "Te", "S", "S", "S", "Si", "O", "O", "O", "O", "N", "N", "N", "N", "N", "C", "C", "C", "C", "C", "C", "C", "C", "C", "C", "C", "C", "C", "C", "C", "C", "C", "C", "C", "C", "C", "C", "C", "C", "C", "C", "C", "C", "C", "C", "C", "C", "C", "C", "C", "C", "C", "C", "C", "C", "C", "C", "C", "H", "H", "H", "H", "H", "H", "H", "H", "H", "H", "H", "H", "H", "H", "H", "H", "H", "H", "H", "H", "H", "H", "H", "H", "H", "H", "H", "H", "H", "H", "H", "H", "H", "H", "H", "H", "H", "H", "H", "H", "H", "H", "H", "H", "H", "H", "H", "H", "H", "H", "H"],
  "xyz": [[-0.330073, -0.394529, 0.000866], [-1.969866, 0.657566, -2.095646], [-0.612110, 2.668205, 0.941072], [-3.137400, 2.978244, -4.107702], [-2.815809, -2.105886, -0.896233], [2.995444, 1.002401, 0.339298], [1.251566, -2.034656, -0.787303], [1.613922, -3.704787, -2.237661], [-3.535989, -2.132131, -2.146181], [-3.227042, -1.078132, 0.042450], [-1.002251, -0.748002, 1.658407], [-2.721398, 4.197144, 0.263554], [-1.241004, -1.968883, -1.077658], [-3.201610, 2.085347, 0.530045], [1.558732, 0.607393, -2.019785], [-4.328286, -5.754651, -0.057774], [6.489612, -1.198515, 1.015672], [-3.370867, -6.305923, 0.788680], [2.190124, 0.201624, -4.430667], [2.371269, 3.260644, 1.956504], [1.353897, -0.221877, -3.210507], [4.735784, 0.482733, 0.928583], [-1.991673, 2.681355, -2.843445], [-3.346802, 0.139401, 3.044217], [1.244129, 2.027967, -2.288445], [2.464434, 4.568671, 2.408598], [3.170149, 5.508641, 1.672512], [-1.742712, 4.960372, -3.331570], [-3.102246, -3.704068, -0.155035], [1.638868, 0.054069, 1.157878], [-2.145496, -4.230559, 0.698775], [-0.693797, -2.586890, 3.212778], [-1.343178, 3.845157, -2.543375], [1.123000, 2.372503, -3.773173], [0.894137, -2.895603, -1.670668], [3.764335, 5.132727, 0.475826], [-2.719638, 4.645659, -4.222101], [-2.215023, 2.976631, 0.564012], [2.912106, 0.435748, -1.470914], [-4.071846, 4.094114, -0.284778], [3.666860, 3.821251, 0.035401], [-2.583284, -1.083315, 3.464622], [2.971008, 2.855197, 0.763056], [-4.196539, -4.460028, -0.537109], [-1.415450, -1.450710, 2.751113], [6.664115, 0.764548, 2.378830], [-0.600602, -2.842463, -2.034069], [-3.477232, -7.732205, 1.257796], [-2.285060, -5.522809, 1.171475], [5.283838, -0.733905, 0.511400], [5.459585, 1.224435, 1.864924], [-3.025258, -1.845488, 4.531724], [-1.180075, -3.330528, 4.278690], [7.179558, -0.454068, 1.961569], [-4.440851, 2.625488, -0.003447], [0.605395, -3.007935, 2.578617], [-2.344312, -2.981266, 4.940779], [2.279443, 1.733932, -4.538335], [-3.924488, -1.544945, 5.058919], [-4.461722, -8.144606, 1.040677], [2.269430, 2.044826, -5.585293], [1.987096, 4.854056, 3.338159], [3.263631, 6.524505, 2.037033], [0.626769, -2.802936, 1.509269], [1.438598, -2.464919, 3.029980], [1.414681, 0.423577, 2.160165], [-4.732551, 2.087271, -0.907536], [4.154940, 3.544470, -0.894554], [-3.297340, -7.798683, 2.331241], [-3.039740, 1.091872, 0.605563], [3.090481, -0.643098, -1.428811], [5.069712, 2.180260, 2.197205], [1.707886, -0.207884, -5.321353], [-5.175091, -6.353104, -0.372968], [4.751159, -1.336052, -0.216512], [4.313876, 5.861602, -0.108167], [-0.621924, -4.204389, 4.598934], [-3.224664, 5.291135, -4.923049], [0.293249, -0.176461, -3.462955], [-3.871893, -0.068714, 2.110263], [1.825493, 2.535488, 2.546936], [0.166584, 2.019682, -4.167859], [-4.920112, -4.032875, -1.218800], [3.187755, -0.238720, -4.370039], [0.778036, -4.073891, 2.734362], [-2.660714, 0.973187, 2.888768], [-2.096302, 4.907528, -0.070528], [-0.692394, -2.457231, -3.055993], [2.028727, 2.648845, -1.851965], [7.199280, 1.354126, 3.114180], [-4.077995, 4.318235, -1.354142], [3.217946, 2.088455, -4.100915], [1.594208, -1.253230, -2.956534], [-5.239214, 2.532928, 0.736049], [-1.298777, 5.943489, -3.244651], [-1.022081, -3.850367, -2.018482], [-2.728687, -8.348996, 0.756256], [-1.524606, -5.935907, 1.824206], [-0.599954, 3.914643, -1.761851], [3.696009, 0.869068, -2.112512], [-2.715800, -3.570165, 5.770172], [6.886339, -2.148497, 0.677791], [1.145743, 3.459407, -3.880593], [2.040673, -0.955299, 1.292452], [0.319171, 2.283076, -1.774045], [-4.737876, 4.790628, 0.226456], [-1.297498, -3.618354, 0.969134], [-4.081163, 0.412866, 3.802625], [8.108583, -0.825263, 2.377224]],
  "forces_ev_per_angstrom": [[2.77, 0.19, 2.13], [-0.37, 1.14, -1.38], [0.35, -0.51, -0.28], [0.13, 0.13, 0.14], [-1.55, -0.33, 0.24], [0.19, -0.36, 0.04], [-0.74, 1.03, 0.91], [0.08, 0.17, 0.08], [0.23, -0.40, -0.04], [-0.21, -0.53, 0.08], [0.22, -0.13, -2.07], [-0.11, 0.10, 0.09], [-0.55, 0.05, 0.33], [-0.10, 0.34, 0.04], [-0.18, -0.13, 0.21], [0.01, 0.03, 0.01], [0.02, -0.06, 0.00], [-0.03, -0.01, 0.01], [0.02, 0.09, 0.21], [0.06, -0.08, -0.02], [0.19, -0.10, -0.43], [-0.19, -0.05, 0.00], [-0.20, -0.16, 0.38], [0.08, -0.17, 0.06], [-0.16, 0.16, -0.06], [0.05, 0.07, 0.04], [-0.05, -0.03, 0.06], [-0.01, 0.02, 0.01], [0.46, 0.04, -0.19], [-0.26, 0.04, -0.60], [-0.04, 0.10, 0.03], [0.03, 0.22, -0.21], [0.01, 0.09, 0.15], [0.34, -0.11, -0.02], [-0.57, -0.50, -0.12], [0.05, 0.04, -0.02], [-0.16, -0.17, -0.06], [-0.49, -0.21, 0.03], [0.03, 0.30, 0.07], [-0.02, 0.11, 0.03], [0.03, -0.04, -0.13], [0.11, 0.22, -0.28], [-0.11, -0.18, -0.09], [-0.08, 0.09, -0.06], [-0.11, -0.44, 0.94], [0.04, 0.00, 0.06], [0.48, -0.04, -0.06], [0.03, 0.10, -0.03], [0.01, 0.03, -0.02], [-0.05, 0.01, -0.05], [-0.04, 0.04, -0.06], [0.00, -0.12, 0.10], [-0.07, -0.03, 0.09], [0.00, 0.02, 0.01], [-0.06, -0.10, 0.07], [-0.14, 0.08, 0.04], [-0.02, 0.05, 0.00], [-0.13, -0.05, 0.03], [-0.01, 0.04, -0.05], [0.00, -0.03, 0.02], [0.06, 0.03, 0.01], [0.00, -0.01, 0.00], [-0.03, 0.02, -0.05], [0.10, -0.03, -0.03], [0.04, 0.02, -0.08], [-0.16, 0.03, -0.04], [0.05, -0.01, 0.00], [0.01, 0.00, 0.00], [-0.02, -0.04, 0.01], [0.10, -0.05, -0.03], [0.06, 0.05, 0.10], [0.03, 0.00, 0.05], [0.04, -0.05, 0.00], [-0.01, -0.01, 0.04], [0.02, -0.06, 0.04], [0.01, -0.01, -0.01], [0.01, 0.00, -0.02], [0.07, 0.00, -0.05], [0.12, -0.02, 0.00], [0.00, 0.08, 0.01], [-0.03, 0.03, 0.03], [0.03, 0.05, -0.02], [0.02, -0.05, -0.04], [0.01, 0.00, -0.07], [0.01, -0.01, 0.00], [-0.07, 0.04, -0.05], [0.14, -0.04, 0.02], [-0.02, -0.02, 0.04], [0.05, -0.01, 0.02], [-0.01, 0.01, 0.00], [0.06, -0.04, 0.00], [0.04, 0.01, -0.05], [0.03, 0.22, -0.11], [-0.01, 0.03, -0.04], [-0.06, 0.02, 0.02], [0.05, -0.01, 0.03], [-0.02, -0.05, 0.02], [-0.02, 0.01, 0.04], [0.00, 0.06, -0.02], [-0.09, 0.02, -0.04], [0.04, -0.03, 0.00], [-0.01, 0.00, 0.00], [-0.10, -0.02, -0.02], [0.00, -0.04, -0.07], [0.23, -0.07, 0.02], [-0.04, -0.04, -0.05], [0.06, -0.10, 0.00], [0.00, 0.03, 0.01], [0.02, 0.02, -0.03]],
  "lowdin_charge": [1.464, 1.092, 0.706, 0.897, 0.456, 0.626, -0.160, 0.032, -0.348, -0.433, -0.159, 0.021, -0.457, -0.016, -0.236, -0.041, -0.098, -0.273, -0.158, -0.167, -0.234, -0.218, -0.923, -0.053, -0.238, -0.093, -0.102, -0.209, -0.254, -0.362, -0.037, -0.229, -0.305, -0.183, -0.669, -0.097, -0.443, -0.876, -0.236, -0.127, -0.108, -0.210, -0.272, -0.048, -0.275, -0.101, -0.167, -0.056, -0.021, -0.092, -0.093, -0.072, -0.081, -0.111, -0.127, -0.055, -0.107, -0.188, 0.100, 0.070, 0.101, 0.101, 0.094, 0.036, 0.086, -0.007, 0.105, 0.103, 0.077, 0.031, 0.076, 0.093, 0.109, 0.107, 0.098, 0.095, 0.103, 0.052, 0.033, 0.058, 0.073, 0.096, 0.112, 0.102, 0.078, 0.064, 0.120, 0.120, 0.100, 0.094, 0.100, 0.100, 0.092, 0.116, 0.096, 0.126, 0.082, 0.117, 0.073, 0.092, 0.089, 0.097, 0.114, -0.010, -0.005, 0.109, 0.087, 0.075, 0.093],
  "homo_ev": -4.530,
  "fmax_ev_per_a": 3.50,
  "homo_lumo_gap_ev": 6.713,
  "e_tot_ha": -4053.179477,
  "total_charge": -1,
  "relative_energy_kcal_mol": 27.21
}

=====

Entry 2:
{
  "formula": "C43H53BN4O5P2STi",
  "method": "the ωB97M-V functional and the def2-TZVPD basis",
  "symbols": ["Ti", "S", "P", "P", "O", "O", "O", "O", "O", "N", "N", "N", "N", "C", "C", "C", "C", "C", "C", "C", "C", "C", "C", "C", "C", "C", "C", "C", "C", "C", "C", "C", "C", "C", "C", "C", "C", "C", "C", "C", "C", "C", "C", "C", "C", "C", "C", "C", "C", "C", "C", "C", "C", "C", "C", "C", "B", "H", "H", "H", "H", "H", "H", "H", "H", "H", "H", "H", "H", "H", "H", "H", "H", "H", "H", "H", "H", "H", "H", "H", "H", "H", "H", "H", "H", "H", "H", "H", "H", "H", "H", "H", "H", "H", "H", "H", "H", "H", "H", "H", "H", "H", "H", "H", "H", "H", "H", "H", "H", "H"],
  "xyz": [[0.384797, -0.237878, 0.358204], [-2.642680, -2.975298, 1.095904], [-1.484428, 0.359926, 2.379977], [-2.283291, 1.399254, -2.368664], [3.323334, 0.416903, -0.901590], [1.381857, -1.752689, 0.985502], [1.969992, -0.317116, -2.587945], [1.566522, 0.462174, 1.722683], [-0.807150, -1.432258, -0.606180], [-0.740016, -2.761162, -0.774732], [2.378246, -1.668300, 1.835158], [-0.356070, 1.690310, 0.033718], [2.482651, -0.392306, 2.203104], [3.974315, 1.733020, 4.787044], [3.272722, 0.012133, 3.263326], [3.191374, 0.007355, -3.104366], [-2.305121, 0.261691, -3.860316], [-0.543282, 2.583247, 1.080674], [0.099065, -1.119062, 4.147012], [-0.364086, 3.971602, 0.950484], [1.980146, 3.184690, -2.436600], [4.935147, 0.366543, -4.657034], [-4.572567, 2.689393, -3.399341], [-0.981119, 2.110099, 2.349937], [-3.341583, 0.444585, 2.221123], [-3.101733, 2.934268, -3.071346], [-0.523322, -5.435180, -1.235708], [4.948356, -0.451234, 4.922637], [4.013102, 0.451225, -2.073204], [-1.038981, 5.287949, 4.463244], [-3.499964, -0.687525, -3.711375], [0.171478, -3.209617, -1.671054], [1.950654, 3.347051, -4.958877], [-1.420792, -4.965432, -0.324664], [-1.125369, 2.998940, 3.405313], [-1.268158, -0.449563, 4.048595], [3.626609, -0.048140, -4.409753], [3.179478, 1.328619, 3.729501], [1.303699, 3.000660, -3.644240], [0.136258, 2.209278, -1.191163], [4.164577, -0.883211, 3.868989], [-1.566430, -3.575743, -0.037306], [-1.008951, -0.555274, -3.950620], [-2.961209, 4.064802, -2.052630], [-3.708671, 0.546689, 0.747139], [1.409732, 2.805593, -1.241887], [-1.551091, 0.298246, 5.351063], [4.865072, 0.855119, 5.392169], [-4.051620, 1.550626, 3.002596], [0.305118, -4.537281, -1.934112], [5.756366, 0.812193, -3.628748], [5.307087, 0.862546, -2.309427], [-0.868850, 4.362142, 3.287127], [0.035495, 2.452902, -3.591508], [-0.567350, 2.050769, -2.393519], [-0.509836, 4.827506, 2.030488], [2.015488, -0.016600, -1.203302], [-1.214216, -1.554150, -4.346075], [-4.447567, -0.163486, -3.590922], [-1.918910, 4.358077, -1.922144], [-5.054480, 3.622846, -3.704317], [-2.012093, -1.249338, 3.948621], [-0.546837, -0.675947, -2.971910], [-4.696166, 1.973570, -4.211708], [-5.105543, 2.305867, -2.524420], [-5.132681, 1.453256, 2.865499], [1.961387, 2.910053, -0.315420], [5.937732, 1.208926, -1.501405], [-3.229906, -0.234171, 0.157772], [0.885306, -0.372886, 4.275580], [-0.265475, -0.082259, -4.592796], [4.221474, -1.899800, 3.508500], [-3.386103, 1.509775, 0.340613], [5.317954, 0.342552, -5.669682], [-3.669324, -0.529775, 2.599199], [5.632916, -1.150398, 5.387676], [1.040993, -4.868640, -2.651016], [1.269835, 3.905517, -5.604654], [-3.528584, 4.943669, -2.372980], [3.891580, 2.752470, 5.144305], [-2.061363, -5.629666, 0.235641], [0.320911, -1.713066, 3.262390], [0.127384, -1.780103, 5.018080], [-2.509578, 0.811036, 5.357297], [-2.578659, 3.221580, -3.990576], [-1.551834, -0.416343, 6.179142], [-4.793450, 0.472873, 0.620031], [-3.756311, 2.533388, 2.629750], [2.980495, 3.605441, -2.442258], [2.972615, -0.394466, -5.199744], [-1.472831, 2.629117, 4.361181], [-3.360407, -1.314618, -2.827129], [-3.848781, 1.526550, 4.070934], [-0.509153, 2.318860, -4.522549], [-2.094229, 5.495903, 4.662957], [2.476010, 2.003567, 3.262725], [-0.443474, -6.500520, -1.413424], [-0.544088, 6.243765, 4.284693], [-0.338994, 5.889503, 1.882092], [-3.342475, 3.758041, -1.074345], [-0.763438, 1.024781, 5.559589], [0.756573, -2.426149, -2.130633], [-0.614850, 4.857899, 5.372733], [6.766868, 1.127850, -3.856320], [5.482843, 1.181909, 6.218743], [-2.426794, 0.860418, -4.770603], [2.848525, 3.947340, -4.808951], [2.250944, 2.442121, -5.493093], [-3.578438, -1.340379, -4.585377], [-0.092031, 4.388859, -0.008790]],
  "forces_ev_per_angstrom": [[-0.31, -0.14, 0.41], [-0.06, 0.00, 0.09], [0.03, -0.21, -0.06], [-0.05, 0.07, -0.24], [0.18, 0.05, 0.06], [0.07, -0.20, -0.04], [0.05, 0.03, -0.15], [0.15, 0.28, -0.02], [0.04, 0.03, -0.07], [0.10, -0.06, 0.07], [-0.10, 0.02, 0.02], [0.27, -0.01, 0.10], [-0.26, -0.05, -0.19], [0.05, 0.01, 0.05], [0.28, 0.08, 0.15], [0.05, 0.02, 0.08], [0.02, 0.03, 0.06], [-0.12, 0.01, -0.03], [0.02, 0.01, 0.00], [0.00, 0.00, 0.03], [0.01, 0.02, -0.03], [0.06, 0.01, -0.04], [0.03, -0.02, 0.05], [-0.07, 0.05, -0.02], [0.01, 0.03, 0.07], [0.01, -0.04, 0.06], [-0.02, 0.01, 0.01], [0.02, 0.02, 0.02], [0.01, 0.00, -0.15], [-0.01, 0.00, 0.00], [0.07, 0.01, 0.03], [-0.06, 0.04, 0.04], [-0.01, 0.00, 0.00], [0.06, 0.03, -0.05], [-0.02, 0.07, 0.00], [0.00, 0.02, -0.02], [-0.10, -0.04, 0.07], [-0.08, -0.09, -0.09], [0.05, 0.01, -0.02], [0.11, 0.05, -0.19], [-0.08, 0.01, -0.08], [0.04, 0.05, -0.03], [0.00, 0.00, -0.04], [-0.01, 0.01, 0.00], [0.05, 0.09, -0.04], [-0.11, -0.04, 0.03], [0.04, 0.02, -0.03], [-0.01, 0.00, -0.01], [0.05, -0.02, -0.06], [0.03, -0.02, -0.02], [0.05, 0.01, -0.06], [-0.09, -0.01, 0.10], [0.00, 0.00, 0.02], [-0.01, -0.02, 0.06], [0.08, 0.12, 0.05], [-0.01, -0.04, 0.00], [-0.29, -0.11, 0.04], [-0.01, 0.01, -0.05], [-0.03, 0.04, 0.01], [-0.01, -0.01, 0.02], [0.00, 0.00, 0.01], [0.00, -0.01, -0.02], [-0.03, -0.05, 0.02], [0.00, -0.04, -0.02], [-0.01, 0.00, -0.01], [0.00, 0.00, 0.00], [0.00, 0.00, 0.01], [0.00, 0.00, 0.00], [-0.03, 0.01, 0.02], [-0.01, 0.00, -0.01], [0.01, 0.01, 0.06], [0.00, 0.01, -0.01], [-0.02, -0.06, 0.03], [-0.01, 0.00, 0.00], [0.02, -0.01, -0.05], [0.00, 0.00, 0.00], [0.00, 0.01, 0.00], [0.00, -0.01, 0.00], [0.02, 0.01, -0.01], [0.00, 0.00, 0.00], [-0.01, 0.00, 0.00], [-0.02, -0.02, 0.02], [0.00, 0.01, 0.00], [-0.04, 0.03, 0.02], [0.01, -0.01, -0.01], [0.00, -0.01, -0.01], [-0.01, 0.00, -0.01], [0.01, 0.00, 0.00], [0.00, -0.01, 0.00], [0.01, 0.01, -0.01], [0.00, -0.01, -0.02], [-0.01, -0.01, 0.00], [-0.01, -0.01, 0.05], [0.00, 0.00, 0.00], [0.01, 0.00, 0.00], [0.01, -0.01, -0.01], [0.00, 0.00, -0.01], [0.00, 0.00, 0.00], [0.00, 0.00, 0.00], [-0.01, 0.01, 0.00], [-0.01, 0.01, -0.01], [0.02, -0.01, -0.02], [0.00, 0.00, 0.00], [0.00, 0.00, 0.00], [0.00, 0.00, 0.00], [-0.04, -0.02, -0.02], [-0.01, 0.01, 0.00], [0.00, 0.00, 0.00], [-0.01, 0.00, 0.00], [0.01, -0.01, -0.01]],
  "mulliken_spin": [0.339, 0.002, 0.053, 0.003, 0.012, -0.043, 0.012, -0.011, -0.012, -0.005, 0.449, 0.006, 0.118, -0.041, -0.082, 0.001, 0.000, 0.025, 0.020, 0.003, 0.004, 0.000, 0.000, -0.021, 0.000, 0.000, 0.000, -0.032, 0.005, -0.001, 0.000, 0.002, 0.000, 0.000, 0.002, -0.001, 0.001, 0.062, 0.002, -0.003, 0.085, -0.002, 0.001, 0.000, 0.004, -0.027, -0.001, 0.070, 0.000, 0.002, 0.000, 0.001, 0.002, -0.003, -0.001, 0.000, -0.045, 0.000, 0.000, 0.000, 0.000, 0.003, 0.000, 0.000, 0.000, 0.000, 0.003, 0.000, 0.000, 0.008, 0.000, 0.021, 0.001, 0.000, -0.001, -0.002, 0.000, 0.000, 0.000, -0.002, 0.000, -0.011, -0.006, 0.000, 0.000, 0.000, 0.000, 0.000, 0.000, 0.000, 0.001, 0.000, 0.000, 0.000, 0.000, 0.021, 0.000, 0.000, 0.000, 0.000, 0.001, 0.000, 0.000, 0.000, 0.007, 0.000, 0.000, 0.000, 0.000, 0.000],
  "homo_ev": [-3.291, -4.564],
  "fmax_ev_per_a": 0.54,
  "spin_multiplicity": 2,
  "s_squared": 0.772,
  "homo_lumo_gap_ev": [5.872, 7.142],
  "e_tot_ha": -4220.905958,
  "total_charge": -1,
  "relative_energy_kcal_mol": 116.87
}